# 1
{"formula": "C2H4N2OS2", "method": "wB97M-V/def2-TZVPD", "elements": ["N", "C", "S", "C", "S", "N", "O", "H", "H", "H", "H"], "positions_angstrom": [[-1.256, 1.611, 0.000], [-1.030, 0.304, -0.003], [-2.217, -0.850, 0.003], [0.456, -0.056, 0.005], [1.694, 1.081, 0.001], [0.677, -1.347, 0.010], [1.933, -1.869, -0.002], [-2.205, 1.949, -0.021], [-0.489, 2.271, 0.035], [-0.065, -2.035, -0.024], [2.503, -1.059, -0.004]], "forces_ev_per_a": [[-0.133, 0.071, -0.011], [0.023, -0.145, 0.082], [0.224, 0.177, -0.053], [0.010, 0.278, -0.019], [-0.312, -0.489, 0.022], [0.103, 0.202, -0.046], [0.168, 0.319, 0.007], [0.064, -0.115, 0.032], [0.111, -0.174, -0.051], [-0.157, 0.051, 0.037], [-0.101, -0.176, 0.000]], "smiles": "NC(=S)C(=S)NO", "orbital_gap_ev": 8.28, "fmax_ev_per_a": 0.581, "energy_ha": -1059.69954, "spin_multiplicity": 1}

***

# 2
{"formula": "C2H4N2OS2", "method": "wB97M-V/def2-TZVPD", "elements": ["C", "C", "H", "H", "H", "H", "N", "N", "O", "S", "S"], "positions_angstrom": [[-1.121, -0.021, 0.380], [2.297, 0.422, 0.453], [-1.656, -1.146, -1.353], [-2.835, -0.859, 0.331], [-0.327, 0.383, -1.579], [3.263, 0.993, 0.554], [-1.710, -1.066, -0.264], [-0.268, 0.682, -0.498], [-1.194, 0.254, 1.595], [1.125, 1.563, 0.086], [2.427, -1.205, 0.295]], "forces_ev_per_a": [[2.506, 1.306, 1.537], [2.135, -1.056, -1.003], [-0.614, 0.525, 2.956], [3.937, -1.780, -3.053], [0.700, 1.071, 3.540], [-0.928, -0.309, 0.518], [-5.463, 0.417, 1.046], [0.866, -0.047, -2.115], [-0.298, -0.727, -3.029], [-2.286, -0.308, -0.704], [-0.556, 0.908, 0.307]], "orbital_gap_ev": 8.52, "fmax_ev_per_a": 5.578, "energy_ha": -1059.66098, "spin_multiplicity": 1}

***

# 3
{"formula": "C2H4N2OS2", "method": "wB97M-V/def2-TZVPD", "elements": ["N", "N", "C", "S", "C", "O", "S", "H", "H", "H", "H"], "positions_angstrom": [[-0.841, -1.055, 1.831], [-1.433, -0.249, 0.746], [-0.686, 0.194, -0.270], [-1.220, 0.171, -2.021], [0.729, 0.380, 0.267], [0.561, 1.464, 1.097], [2.106, -0.421, -0.019], [-1.550, -0.981, 2.595], [-0.528, -2.171, 1.360], [-2.428, -0.412, 0.443], [1.519, 1.526, 1.452]], "forces_ev_per_a": [[0.032, -1.738, -2.620], [-1.536, -1.102, -0.432], [0.112, -1.870, -2.799], [1.204, 0.497, 4.317], [-1.132, 1.599, -0.218], [3.552, -1.247, 0.002], [-0.660, 0.290, 0.080], [0.938, -0.985, -0.918], [-1.876, 4.267, 2.184], [1.321, -0.188, 0.680], [-1.955, 0.477, -0.277]], "smiles": "NNC(=S)C(O)=S", "orbital_gap_ev": 7.93, "fmax_ev_per_a": 5.148, "energy_ha": -1059.61628, "spin_multiplicity": 1}

***

# 4
{"formula": "C2H4N2OS2", "method": "wB97M-V/def2-TZVPD", "elements": ["O", "N", "C", "S", "N", "C", "S", "H", "H", "H", "H"], "positions_angstrom": [[-3.323, -0.142, -0.704], [-2.682, -0.978, 0.172], [-1.536, -0.638, 0.610], [-0.727, 0.923, 0.261], [0.737, 0.414, -0.430], [1.829, 0.146, 0.369], [3.237, -0.398, -0.208], [-2.980, 0.780, -0.648], [-1.036, -1.383, 1.228], [0.668, -0.112, -1.275], [1.637, 0.363, 1.406]], "forces_ev_per_a": [[-0.300, 0.486, 0.352], [0.437, 0.187, -0.373], [-0.120, 0.014, -0.049], [-0.116, -0.160, 0.091], [-0.063, -0.205, 1.193], [-0.209, 0.013, -0.897], [-0.003, -0.120, 0.127], [0.149, -0.701, -0.089], [-0.022, 0.252, 0.019], [0.177, -0.006, -0.786], [0.069, 0.240, 0.412]], "smiles": "O/N=C\\SNC=S", "orbital_gap_ev": 9.03, "fmax_ev_per_a": 1.213, "energy_ha": -1059.63855, "spin_multiplicity": 1}

***

Copy entry 2 word for word.
{"formula": "C2H4N2OS2", "method": "wB97M-V/def2-TZVPD", "elements": ["C", "C", "H", "H", "H", "H", "N", "N", "O", "S", "S"], "positions_angstrom": [[-1.121, -0.021, 0.380], [2.297, 0.422, 0.453], [-1.656, -1.146, -1.353], [-2.835, -0.859, 0.331], [-0.327, 0.383, -1.579], [3.263, 0.993, 0.554], [-1.710, -1.066, -0.264], [-0.268, 0.682, -0.498], [-1.194, 0.254, 1.595], [1.125, 1.563, 0.086], [2.427, -1.205, 0.295]], "forces_ev_per_a": [[2.506, 1.306, 1.537], [2.135, -1.056, -1.003], [-0.614, 0.525, 2.956], [3.937, -1.780, -3.053], [0.700, 1.071, 3.540], [-0.928, -0.309, 0.518], [-5.463, 0.417, 1.046], [0.866, -0.047, -2.115], [-0.298, -0.727, -3.029], [-2.286, -0.308, -0.704], [-0.556, 0.908, 0.307]], "orbital_gap_ev": 8.52, "fmax_ev_per_a": 5.578, "energy_ha": -1059.66098, "spin_multiplicity": 1}

***

What did the first record say?
{"formula": "C2H4N2OS2", "method": "wB97M-V/def2-TZVPD", "elements": ["N", "C", "S", "C", "S", "N", "O", "H", "H", "H", "H"], "positions_angstrom": [[-1.256, 1.611, 0.000], [-1.030, 0.304, -0.003], [-2.217, -0.850, 0.003], [0.456, -0.056, 0.005], [1.694, 1.081, 0.001], [0.677, -1.347, 0.010], [1.933, -1.869, -0.002], [-2.205, 1.949, -0.021], [-0.489, 2.271, 0.035], [-0.065, -2.035, -0.024], [2.503, -1.059, -0.004]], "forces_ev_per_a": [[-0.133, 0.071, -0.011], [0.023, -0.145, 0.082], [0.224, 0.177, -0.053], [0.010, 0.278, -0.019], [-0.312, -0.489, 0.022], [0.103, 0.202, -0.046], [0.168, 0.319, 0.007], [0.064, -0.115, 0.032], [0.111, -0.174, -0.051], [-0.157, 0.051, 0.037], [-0.101, -0.176, 0.000]], "smiles": "NC(=S)C(=S)NO", "orbital_gap_ev": 8.28, "fmax_ev_per_a": 0.581, "energy_ha": -1059.69954, "spin_multiplicity": 1}